(1)
A 12-piece molecular cluster, C33H71N5O24S7 overall in a non-equilibrium geometry, computed with the ωB97M-V functional and the def2-TZVPD basis.

ORCA input file:
```
! wB97M-V def2-TZVPD RIJCOSX def2/J DEFGRID3
* xyz 0 1
C 13.7921 12.4684 -14.4426
N 14.5585 12.6689 -13.1728
O 15.5168 11.9518 -12.9669
O 14.3781 13.6979 -12.5914
H 13.1856 13.3548 -14.6284
H 13.1178 11.6275 -14.2800
H 14.5213 12.3400 -15.2424
C 17.1951 17.3521 -3.2647
N 17.1660 17.8577 -4.6746
O 16.9046 17.1083 -5.5972
O 17.3366 19.0784 -4.7650
H 17.0296 16.2886 -3.4370
H 16.4942 17.8888 -2.6254
H 18.2053 17.4951 -2.8810
C 13.1090 24.8706 -18.8916
N 13.6433 23.5316 -18.4256
O 13.5347 23.3031 -17.2397
O 14.1380 22.8422 -19.3155
H 13.9681 25.5238 -19.0447
H 12.4844 25.1980 -18.0605
H 12.4104 24.7279 -19.7160
C 9.8084 22.4235 -7.7555
N 8.6465 23.3004 -7.7639
O 8.1061 23.6488 -8.7958
O 8.2935 23.7249 -6.6823
H 10.0871 22.1106 -6.7493
H 10.6116 22.9454 -8.2756
H 9.5731 21.4879 -8.2629
C 16.7210 17.8370 -17.9670
N 15.6439 17.1056 -17.3502
O 15.9806 16.2540 -16.5167
O 14.4727 17.2235 -17.6580
H 16.4004 18.8546 -17.7436
H 16.5946 17.7363 -19.0450
H 17.7374 17.6259 -17.6345
O 10.5451 16.4206 -7.7137
S 11.3048 16.5884 -6.4676
O 12.0032 17.8459 -6.0818
C 10.2558 15.9780 -5.0884
C 11.2370 15.4329 -4.0764
C 12.6027 15.0648 -4.6976
C 12.4964 15.1520 -6.1953
H 9.5368 15.2472 -5.4588
H 9.6328 16.8101 -4.7604
H 11.4727 16.2031 -3.3419
H 10.7757 14.6041 -3.5394
H 12.9509 14.0760 -4.3992
H 13.2615 15.8364 -4.2994
H 11.9920 14.3157 -6.6792
H 13.3768 15.3397 -6.8100
O 23.5779 15.2693 -5.9593
S 22.5334 16.1834 -6.3271
O 21.4630 16.6402 -5.4256
C 23.2268 17.7488 -6.9974
C 22.4636 18.0479 -8.3089
C 21.2749 17.1212 -8.5856
C 21.6286 15.7529 -7.8647
H 24.2646 17.5398 -7.2571
H 23.2309 18.4136 -6.1337
H 22.2079 19.1071 -8.3369
H 23.0869 17.8008 -9.1683
H 21.0778 16.9852 -9.6489
H 20.5182 17.6511 -8.0070
H 22.3450 15.2466 -8.5115
H 20.8822 15.0309 -7.5334
O 17.8495 21.1412 -11.0931
S 16.9424 20.7114 -12.1242
O 17.2344 20.6643 -13.5369
C 16.2310 19.0197 -11.5761
C 14.9936 19.3425 -10.6924
C 14.5016 20.8102 -10.9116
C 15.4124 21.5818 -11.9141
H 16.9890 18.4466 -11.0422
H 15.9178 18.4822 -12.4711
H 14.1908 18.6601 -10.9716
H 15.3123 19.1614 -9.6659
H 14.5130 21.4078 -10.0001
H 13.4522 20.8404 -11.2047
H 15.5997 22.6075 -11.5962
H 14.9502 21.6403 -12.8995
O 6.7230 17.7865 -13.6524
S 7.8958 17.4439 -14.3912
O 8.3527 16.0517 -14.5468
C 7.6852 18.1442 -16.1172
C 8.2652 19.5456 -16.1262
C 9.4014 19.6798 -15.0126
C 9.3756 18.5452 -13.9185
H 6.6398 17.9832 -16.3802
H 8.2298 17.4891 -16.7971
H 8.7862 19.7627 -17.0587
H 7.4343 20.2388 -15.9947
H 9.4037 20.6539 -14.5235
H 10.3377 19.6259 -15.5680
H 9.5226 18.7742 -12.8631
H 10.1495 17.7940 -14.0765
O 16.5628 26.5214 -13.6408
S 17.4490 26.6331 -14.8321
O 17.0874 26.2514 -16.2422
C 18.2057 28.2828 -14.8274
C 19.4816 28.1683 -14.1252
C 20.1441 26.8737 -14.7182
C 19.1006 25.8372 -14.4890
H 17.5661 29.0614 -14.4117
H 18.3898 28.5679 -15.8632
H 20.1382 29.0326 -14.2256
H 19.2622 28.1309 -13.0581
H 21.1349 26.6996 -14.2985
H 20.2512 27.0345 -15.7910
H 19.1230 25.3962 -13.4925
H 19.2143 25.0865 -15.2710
O 17.6804 27.0402 -5.2101
S 17.5800 26.5900 -6.5706
O 18.7077 26.4904 -7.4597
C 16.6276 25.0028 -6.8026
C 15.0806 25.3870 -6.9708
C 15.1839 26.6426 -7.8473
C 16.1902 27.6225 -7.2742
H 16.9362 24.3038 -6.0253
H 17.0635 24.5624 -7.6994
H 14.5058 24.5566 -7.3808
H 14.5888 25.6610 -6.0375
H 14.1801 27.0605 -7.9240
H 15.4553 26.3459 -8.8605
H 15.8851 28.0376 -6.3136
H 16.6283 28.4360 -7.8524
O 21.1772 19.7435 -18.4611
S 22.2055 19.1063 -17.6672
O 22.2151 17.6596 -17.6542
C 23.8797 19.9796 -17.7115
C 24.4672 19.5844 -16.3362
C 23.3678 19.5568 -15.2632
C 21.9402 19.5981 -15.9053
H 23.5955 21.0297 -17.7794
H 24.3802 19.6192 -18.6103
H 24.8306 18.5659 -16.4735
H 25.3981 20.0533 -16.0176
H 23.4750 20.3230 -14.4953
H 23.4892 18.7637 -14.5254
H 21.6887 20.6526 -16.0194
H 21.1992 18.9731 -15.4070
*
```

## Properties
relative energy (zero: lowest compared OMol25 entry of this formula, charge and spin) = 0.00 kcal/mol
SMILES = C[N+](=O)[O-].C[N+](=O)[O-].C[N+](=O)[O-].C[N+](=O)[O-].C[N+](=O)[O-].O=S1(=O)CCCC1.O=S1(=O)CCCC1.O=S1(=O)CCCC1.O=S1(=O)CCCC1.O=S1(=O)CCCC1.O=S1(=O)CCCC1.O=S1(=O)CCCC1
frontier orbital gap = 10.03 eV
LUMO = 0.0 eV
E_HOMO = -0.370 hartree

Löwdin atomic charge list, values in e, 5 entries: 0.047 -0.461 0.051 0.068 0.095

(2)
A 4-piece molecular cluster, C33H72BrFI2N7O2 overall in a non-equilibrium geometry, computed with the ωB97M-V functional and the def2-TZVPD basis.

ORCA input file:
```
! wB97M-V def2-TZVPD RIJCOSX def2/J DEFGRID3
* xyz 1 1
C -0.3535 -2.4783 0.2805
C -1.0652 -1.2301 0.7571
O -1.2935 -1.1668 2.1608
C -1.8999 -2.3130 2.7299
C -3.2664 -2.6793 2.1812
O -4.2504 -1.8376 2.7899
C -5.0178 -1.0919 1.9102
N -4.1855 -0.0340 1.2650
C -3.8489 1.0396 2.0444
N -3.1346 0.8297 3.1492
N -4.3339 2.2260 1.6221
C -3.4199 3.3343 1.2272
C -2.1090 3.4848 2.0021
C -0.9657 2.6149 1.5182
F -2.2942 3.4277 3.3695
C -5.4677 1.8311 0.6510
Br -5.8944 3.2985 -0.5436
C -6.6992 1.5924 1.5603
I -6.5497 2.0477 3.6461
C -7.9178 1.1620 1.1790
C -9.0951 0.9481 2.0973
I -8.3954 0.7381 -0.8212
C -4.7196 0.6350 0.0533
C -5.1431 -0.2359 -1.1120
N -5.4201 0.5498 -2.3043
H -1.0040 -3.3500 0.3571
H -0.1264 -2.3512 -0.7741
H 0.5268 -2.6906 0.8789
H -0.4532 -0.3620 0.5209
H -2.0098 -1.0883 0.2229
H -1.2420 -3.1826 2.7223
H -2.0584 -2.0723 3.7789
H -3.4780 -3.7007 2.4976
H -3.3245 -2.6714 1.0938
H -5.8480 -0.7004 2.4872
H -5.3810 -1.7224 1.0990
H -2.2363 0.3705 3.1590
H -3.5107 1.1467 4.0280
H -3.1339 3.2187 0.1859
H -3.9647 4.2592 1.3695
H -1.7925 4.5084 1.7901
H -1.1300 1.5485 1.6441
H -0.8859 2.7842 0.4436
H -0.0189 2.9309 1.9417
H -8.8083 0.2016 2.8359
H -9.9195 0.5188 1.5409
H -9.4086 1.8737 2.5668
H -3.8077 1.1040 -0.3363
H -4.2872 -0.9006 -1.2937
H -5.9666 -0.8968 -0.8526
H -5.4698 -0.0522 -3.1146
H -4.6364 1.1736 -2.4581
C 3.6334 -6.4338 -4.5657
C 2.8595 -6.5216 -3.2595
N 2.2554 -5.2616 -2.8635
C 1.7489 -5.2635 -1.5055
C 0.5749 -6.1928 -1.1686
C 1.4007 -4.6364 -3.8569
C 0.1898 -5.4219 -4.3802
H 4.3984 -5.6575 -4.5154
H 4.1266 -7.3852 -4.7648
H 2.9842 -6.2235 -5.4164
H 3.5583 -6.8170 -2.4726
H 2.1212 -7.3347 -3.3404
H 1.4749 -4.2377 -1.2387
H 2.5825 -5.5172 -0.8428
H -0.3700 -5.8153 -1.5596
H 0.4652 -6.2635 -0.0837
H 0.7264 -7.2034 -1.5464
H 2.0252 -4.3695 -4.7131
H 1.0602 -3.6760 -3.4581
H 0.4348 -6.4629 -4.5926
H -0.1626 -4.9736 -5.3112
H -0.6458 -5.4021 -3.6816
C 1.2629 4.8032 4.4178
C 2.6111 5.3586 3.9909
N 2.7076 5.5720 2.5580
C 4.0631 5.8475 2.1080
C 4.7387 7.1368 2.5893
C 1.6673 6.3999 1.9746
C 1.4968 7.8302 2.5041
H 1.0422 3.8780 3.8818
H 1.2675 4.5851 5.4859
H 0.4518 5.5107 4.2385
H 3.3805 4.6362 4.2743
H 2.8161 6.2720 4.5700
H 4.0737 5.8287 1.0149
H 4.6848 5.0013 2.4156
H 4.3542 8.0164 2.0754
H 5.8079 7.0878 2.3773
H 4.6263 7.2864 3.6632
H 0.7121 5.8783 2.0972
H 1.8259 6.4337 0.8937
H 1.5514 7.8758 3.5922
H 0.5188 8.2174 2.2104
H 2.2426 8.5086 2.0949
C 4.8377 1.2425 -2.6971
C 5.2891 -0.0802 -2.0971
N 4.2337 -1.0743 -2.0332
C 4.5808 -2.2374 -1.2325
C 5.7187 -3.1426 -1.7171
C 3.5591 -1.3592 -3.2860
C 4.4011 -1.8664 -4.4641
H 3.9832 1.6472 -2.1522
H 5.6506 1.9671 -2.6430
H 4.5625 1.1453 -3.7479
H 5.6283 0.1108 -1.0756
H 6.1693 -0.4365 -2.6544
H 3.6811 -2.8470 -1.1025
H 4.8342 -1.8768 -0.2300
H 5.4101 -3.7681 -2.5538
H 6.0179 -3.8151 -0.9106
H 6.6015 -2.5751 -2.0125
H 3.0374 -0.4532 -3.6072
H 2.7617 -2.0801 -3.0850
H 5.3319 -1.3093 -4.5762
H 3.8388 -1.7519 -5.3935
H 4.6418 -2.9240 -4.3665
*
```

## Properties
frontier orbital gap = 6.26 eV
LUMO = -3.3 eV
E_HOMO = -0.350 hartree

Löwdin atomic charge list, values in e, 5 entries: -0.064 -0.265 -0.173 -0.179 -0.150

(3)
A 7-piece molecular cluster, C33H72BrN3O11P overall in a non-equilibrium geometry, computed with the ωB97M-V functional and the def2-TZVPD basis.

ORCA input file:
```
! wB97M-V def2-TZVPD RIJCOSX def2/J DEFGRID3
* xyz 1 1
C 4.6743 -5.7354 0.5275
C 3.1878 -6.0426 0.4453
O 2.3562 -4.9031 0.7785
P 2.2868 -3.6107 -0.1605
O 3.2060 -2.5276 0.2230
C 0.5552 -3.1372 0.0125
C 0.4402 -2.1728 1.2024
C -0.8851 -1.4213 1.2466
O -1.8827 -2.2310 0.6859
C -3.1518 -1.6395 0.3851
C -4.2946 -2.3679 1.0854
C -5.5149 -2.5586 0.2099
C -6.7830 -2.2627 0.6976
C -7.9061 -2.4352 -0.0917
C -7.8046 -2.9088 -1.3956
C -9.0279 -3.0634 -2.2594
C -6.5377 -3.2260 -1.8728
C -5.4109 -3.0536 -1.0847
N -3.1439 -0.2157 0.7009
C -1.9871 0.3303 0.1390
N -2.1005 1.2399 -0.7876
C -3.3403 1.8232 -1.2621
Br -3.7893 0.9483 -2.9463
C -3.2316 3.3270 -1.4368
C -4.6034 3.9844 -1.6232
N -0.7541 -0.1351 0.4832
C 0.0616 0.9066 1.2234
C 1.5272 0.9857 0.7837
C 2.0609 2.4104 0.9049
C 3.4537 2.5448 0.2785
C 3.3800 2.7944 -1.2460
C 3.7618 4.2358 -1.5781
O 3.3562 4.6324 -2.8672
C 4.2359 4.2437 -3.9070
O 2.5372 -4.1140 -1.6491
C 1.5448 -4.8793 -2.3691
C 2.0073 -5.0452 -3.8100
H 5.2127 -6.4748 -0.0714
H 4.9061 -4.7522 0.1167
H 5.0404 -5.8085 1.5510
H 2.9146 -6.4403 -0.5306
H 2.9232 -6.8037 1.1820
H -0.0673 -4.0221 0.1604
H 0.2262 -2.6831 -0.9283
H 0.5372 -2.7423 2.1289
H 1.2557 -1.4601 1.1235
H -1.1175 -1.2026 2.2986
H -3.2717 -1.7068 -0.6997
H -4.6084 -1.7618 1.9426
H -3.9209 -3.3156 1.4755
H -6.9010 -1.8962 1.7130
H -8.8801 -2.1973 0.3214
H -9.8545 -3.4948 -1.6969
H -8.8063 -3.6906 -3.1225
H -9.3408 -2.0873 -2.6400
H -6.4141 -3.6112 -2.8790
H -4.4366 -3.3196 -1.4840
H -3.1547 -0.0567 1.7065
H -1.2461 1.5493 -1.2395
H -4.1456 1.5488 -0.5874
H -2.7700 3.7162 -0.5238
H -2.5873 3.5510 -2.2897
H -5.3820 3.4288 -1.0936
H -4.8925 4.0198 -2.6735
H -4.5996 4.9973 -1.2237
H -0.0228 0.7091 2.2951
H -0.4050 1.8798 1.0474
H 2.1269 0.3411 1.4315
H 1.6280 0.6001 -0.2343
H 1.3683 3.1031 0.4060
H 2.0770 2.6987 1.9595
H 3.9780 3.3775 0.7560
H 4.0078 1.6204 0.4581
H 2.3587 2.6371 -1.6076
H 4.0620 2.1106 -1.7530
H 3.2739 4.9198 -0.8743
H 4.8454 4.3714 -1.4511
H 3.9401 3.2850 -4.3428
H 5.2648 4.1600 -3.5444
H 4.1976 5.0086 -4.6823
H 1.4164 -5.8523 -1.8901
H 0.5930 -4.3478 -2.3325
H 3.0906 -4.9281 -3.8574
H 1.5733 -4.2826 -4.4574
H 1.7422 -6.0290 -4.1966
C 0.9800 -6.7582 3.5269
O 1.2679 -5.3701 3.4692
H 0.3040 -6.9148 4.3641
H 0.4868 -7.1106 2.6146
H 1.8810 -7.3549 3.6977
H 1.8638 -5.2164 2.7275
C 0.0800 4.8317 3.6660
O 1.2388 4.0275 3.8571
H -0.1140 4.8612 2.5951
H -0.7935 4.4139 4.1745
H 0.2441 5.8527 4.0165
H 1.4324 3.9962 4.7983
C 2.9600 6.4986 1.7286
O 2.9187 7.7498 2.3950
H 2.8727 5.7258 2.4905
H 2.1271 6.3954 1.0241
H 3.9006 6.3565 1.1878
H 2.9806 8.4508 1.7344
C 6.9108 1.1797 -1.9070
O 5.9012 0.8978 -2.8702
H 6.7687 2.2112 -1.5900
H 6.8282 0.5293 -1.0323
H 7.9130 1.0807 -2.3301
H 6.0123 -0.0116 -3.1601
C -2.7101 -5.7483 0.2233
O -3.9542 -6.3439 0.5506
H -1.9718 -6.5462 0.1841
H -2.7484 -5.2610 -0.7577
H -2.3949 -5.0194 0.9770
H -4.6316 -5.6612 0.5749
C 1.6829 10.7776 2.3563
O 2.0747 10.4848 1.0146
H 0.9170 10.0537 2.6211
H 2.5241 10.6579 3.0427
H 1.2729 11.7854 2.4477
H 2.7553 11.1121 0.7554
*
```

## Properties
frontier orbital gap = 7.83 eV
LUMO = -3.3 eV
E_HOMO = -0.409 hartree

Löwdin atomic charge list, values in e, 5 entries: -0.053 -0.235 -0.232 0.486 -0.247